1.
Formula: C2H3N3O3
Source: the OMol25 dataset
Level of theory: ωB97M-V/def2-TZVPD

The geometry in XYZ format:
```
11
Properties=species:S:1:pos:R:3:forces:R:3:lowdin_charge:R:1
O 2.999240 -1.044212 -0.343482 -0.3 -1.2 0.0 0.12
N 1.995052 -0.430758 -0.520301 -0.1 0.2 -0.7 -0.50
O 1.893502 0.753832 -0.433127 -0.9 1.2 0.2 0.07
O 0.892207 -1.146276 -0.972732 -1.5 0.2 0.2 0.02
H -0.033710 -0.609284 -0.903986 2.9 -0.4 -0.4 0.11
H -2.251030 0.955952 -1.134664 -0.1 0.0 -0.3 0.09
N -1.444648 0.536850 -0.684445 -0.9 -0.1 -0.5 0.14
C -1.574186 0.521673 0.565274 -0.3 1.4 0.7 -0.20
C -0.473678 0.015298 1.265102 0.3 -0.8 1.2 -0.23
N 0.312640 -0.519205 1.891013 0.9 -0.4 0.8 0.23
H -2.315389 0.966131 1.271349 -0.1 -0.3 -1.2 0.14
```
Forces are in eV/Å.

Calculated values
HOMO: -10.966 eV
Gap between HOMO and LUMO: 0.3675 Ha
Energy above the lowest of the compared OMol25 structures with the same formula, charge and spin: 397.4 kJ/mol



2.
Formula: C2H3N3O3
Source: the OMol25 dataset
Level of theory: ωB97M-V/def2-TZVPD

The geometry in XYZ format:
```
11
Properties=species:S:1:pos:R:3:forces:R:3:lowdin_charge:R:1
O 1.629519 -0.324719 -1.776670 -1.5 0.0 2.9 -0.06
N 0.767822 0.756346 -1.369832 0.2 0.4 0.6 0.09
C -0.128478 0.524351 -0.459857 2.9 -1.3 -3.2 -0.34
C -0.882280 1.361193 0.380853 -5.0 0.2 2.5 -0.03
N -1.718304 0.562415 1.080354 2.1 2.8 -1.1 0.09
O -1.442984 -0.727156 0.823807 -1.0 -0.8 0.0 -0.08
N -0.361083 -0.842270 -0.054562 0.4 1.1 0.7 -0.06
O 0.755400 -0.950241 0.835205 0.8 -3.9 0.3 -0.04
H 1.756067 -0.844627 -0.891433 -0.2 1.0 -2.2 0.11
H -1.190144 2.459617 0.513447 1.3 -1.9 -0.7 0.16
H 0.814466 -1.974909 0.918688 0.1 2.5 0.1 0.17
```
Forces are in eV/Å.

Calculated values
HOMO: -9.592 eV
Gap between HOMO and LUMO: 0.3255 Ha
Energy above the lowest of the compared OMol25 structures with the same formula, charge and spin: 589.6 kJ/mol